Entry 1:
Entry from the OMol25 dataset: C10H13IrNPS as an isolated structure (wB97M-V/def2-TZVPD).

Its spin multiplicity is 6. Its highest occupied orbital energy (alpha / beta) is -9.1 / -10.3 eV. The total charge is +1.

Each line ends with the natural charge from an NBO analysis.
Positions of all 27 atoms, in Å:
1 C 0.689 -0.442 -4.181  -0.31
2 C -0.422 -1.293 -4.348  -0.08
3 C -0.074 -2.488 -3.663  -0.36
4 C 1.340 -2.595 -3.615  -0.10
5 C 1.837 -1.279 -3.686  -0.24
6 Ir 0.861 0.844 -0.017  0.46
7 P -0.453 2.522 -0.556  0.17
8 H 0.785 0.642 -4.298  0.22
9 H -1.412 -0.976 -4.679  0.22
10 H -0.786 -3.295 -3.451  0.22
11 H 2.832 -0.902 -3.449  0.22
12 H 1.891 -3.514 -3.526  0.23
13 H -1.737 2.700 0.091  0.07
14 H -0.833 2.849 -1.906  0.06
15 H 0.201 3.758 -0.194  0.05
16 S -0.588 -0.610 0.610  0.20
17 C -0.342 -0.286 2.297  -0.09
18 N -1.391 -0.559 3.155  -0.54
19 C -1.442 0.028 4.388  -0.02
20 C -0.372 0.792 4.802  -0.19
21 C 0.700 1.082 3.949  -0.32
22 C 0.700 0.515 2.671  -0.16
23 H -2.193 -1.046 2.755  0.43
24 H -2.328 -0.183 4.971  0.23
25 H -0.357 1.148 5.821  0.25
26 H 1.492 1.772 4.243  0.24
27 H 1.402 0.817 1.815  0.14

***

Entry 2:
Entry from the OMol25 dataset: C10H13MoNO11S3 as an isolated structure (wB97M-V/def2-TZVPD).

The energy above the lowest of the compared OMol25 structures with the same formula, charge and spin is 0.0 kcal/mol. Its highest occupied orbital energy is -17.0 eV. The total charge is +2.

Each line ends with the natural charge from an NBO analysis.
Positions of all 39 atoms, in Å:
1 Mo 0.674 -1.047 0.230  2.09
2 O -1.564 0.900 -1.338  -0.88
3 S -2.007 -0.443 -1.466  2.36
4 O -2.438 -0.968 -2.698  -0.81
5 O -0.632 -1.306 -0.986  -0.72
6 C -3.113 -0.863 -0.156  -0.27
7 C -4.380 -1.195 -0.589  -0.15
8 C -5.391 -1.449 0.341  -0.13
9 C -5.145 -1.361 1.693  -0.15
10 C -3.870 -1.039 2.156  -0.11
11 C -2.858 -0.793 1.247  -0.41
12 S -1.289 -0.661 1.986  2.38
13 O -0.555 -1.930 1.559  -0.83
14 O -1.318 -0.364 3.355  -0.77
15 O -0.425 0.308 1.122  -0.81
16 H -4.583 -1.250 -1.650  0.28
17 H -6.376 -1.720 -0.014  0.26
18 H -5.935 -1.552 2.406  0.27
19 H -3.663 -0.988 3.217  0.27
20 C 3.633 3.148 -1.349  -0.43
21 N 2.491 2.226 -1.132  -0.24
22 C 1.163 2.878 -1.113  -0.43
23 C 2.684 0.969 -0.984  0.72
24 C 4.005 0.292 -1.046  -0.72
25 O 1.618 0.180 -0.757  -0.58
26 H 3.345 4.121 -0.966  0.25
27 H 3.834 3.224 -2.417  0.25
28 H 4.518 2.802 -0.830  0.24
29 H 1.103 3.527 -1.984  0.25
30 H 1.091 3.483 -0.212  0.25
31 H 0.366 2.149 -1.143  0.25
32 H 4.498 0.529 -1.990  0.29
33 H 3.897 -0.789 -0.955  0.27
34 H 4.642 0.640 -0.231  0.29
35 O 1.928 -0.971 1.661  -0.81
36 S 2.534 -2.441 1.470  2.51
37 O 3.885 -2.337 1.089  -0.81
38 O 1.631 -2.578 0.057  -0.67
39 O 2.003 -3.331 2.416  -0.78

***

Entry 3:
Entry from the OMol25 dataset: a single C10H13N molecule (wB97M-V/def2-TZVPD).

The energy above the lowest of the compared OMol25 structures with the same formula, charge and spin is 42.9 kcal/mol. Its highest occupied orbital energy is -9.1 eV. The total charge is 0. As for the SMILES: [H]/N=C/C(C)(C)c1ccccc1.

Each line ends with the natural charge from an NBO analysis.
Positions of all 24 atoms, in Å:
1 C 2.668 0.893 1.683  -0.23
2 C 2.323 -0.435 1.454  -0.19
3 C 1.711 1.845 1.320  -0.19
4 C 1.212 -0.817 0.774  -0.24
5 C 0.618 1.480 0.546  -0.22
6 C 0.358 0.154 0.284  0.02
7 C -1.479 -1.521 -0.104  0.15
8 C -1.967 0.954 -0.462  -0.62
9 C -0.468 -0.313 -2.050  -0.60
10 C -0.890 -0.211 -0.581  -0.15
11 N -1.417 -2.500 -0.908  -0.63
12 H 3.648 1.006 2.224  0.22
13 H 3.001 -1.252 1.993  0.21
14 H 1.901 2.851 1.438  0.20
15 H 0.916 -1.819 0.625  0.22
16 H -0.018 2.251 0.316  0.21
17 H -2.188 -1.420 0.691  0.16
18 H -2.975 0.368 -0.671  0.21
19 H -2.139 1.288 0.611  0.22
20 H -1.818 1.808 -1.180  0.23
21 H 0.547 -0.720 -2.072  0.22
22 H -1.115 -1.080 -2.622  0.24
23 H -0.589 0.588 -2.570  0.20
24 H -1.839 -3.395 -0.739  0.36

***

F_max, record by record: 5.5; 2.4; 4.1 eV Å⁻¹